9
Properties=species:S:1:pos:R:3:forces:R:3:mulliken_spin:R:1 method="wB97M-V/def2-TZVPD" charge=+1 orbital_gap_ev="7.53 / 4.69" relative_energy_kcal_mol=63.0 homo_ev="-12.482 / -12.044" s2=0.787 multiplicity=2
H 1.594798 0.535621 -0.632656 -0.4 -0.2 0.6 0.019
C -0.084733 -0.053328 0.798925 -2.8 0.9 -0.2 0.185
O -0.625044 1.044497 1.213359 0.5 -0.2 2.4 0.107
O -0.973250 -1.971809 -0.378746 -0.1 2.7 -1.5 0.085
C -0.678278 -0.813895 -0.236294 2.5 -3.5 2.6 0.024
C 0.618191 0.184615 -1.001248 0.2 0.5 -1.6 -0.014
H 0.114976 1.057914 -1.444994 0.0 -0.4 0.2 0.005
Lu -0.902593 0.528429 3.468572 0.6 0.4 -2.7 0.591
H 0.935933 -0.512044 -1.786920 -0.4 -0.2 0.2 -0.001


24
Properties=species:S:1:pos:R:3:forces:R:3:nbo_charge:R:1 method="wB97M-V/def2-TZVPD" orbital_gap_ev=8.49 relative_energy_kcal_mol=121.8 smiles="COC(OC)[C@](S)(C(C)=S)[N+](=O)[O-]" homo_ev=-8.985
C 2.114735 0.667763 -0.199325 -3.3 -0.5 1.0 -0.023
O -1.502760 -0.444208 1.319092 -1.2 -0.8 -0.3 -0.555
S 1.296704 -1.455116 1.441311 3.2 0.2 -0.2 0.067
H 3.218637 -1.104960 -0.118068 -0.1 -1.5 0.5 0.243
H -1.727090 2.782013 0.689325 0.5 -0.5 0.2 0.178
H -2.803467 1.452024 0.212956 -0.9 0.3 0.2 0.174
O 0.305455 -0.228718 -1.986488 -0.3 0.5 -1.8 -0.348
C -0.529409 0.375159 0.758562 1.9 1.2 0.7 0.349
H 3.305970 -0.322610 -1.668121 -0.2 -0.1 -0.6 0.265
N 0.448805 -1.011826 -1.097335 0.9 -0.6 0.0 0.487
O -0.949335 1.067336 -0.340018 0.0 1.3 0.4 -0.530
O 0.592660 -2.206109 -1.233012 -0.4 -0.5 0.1 -0.376
H -0.044314 1.045458 1.631922 -1.5 -1.2 -1.7 0.203
H -3.295509 -1.356155 0.743642 -1.6 0.7 0.6 0.205
H 4.201296 0.294387 -0.288747 -0.5 0.0 -0.3 0.253
H -2.246981 -0.629814 -0.643664 -1.0 -0.1 1.1 0.211
C 0.673718 -0.378642 0.215939 2.9 1.1 0.3 -0.179
C -1.935609 2.018311 -0.074348 -0.4 -0.5 1.8 -0.247
H -2.002017 -2.205078 0.047965 0.2 1.4 1.0 0.184
H -2.105067 2.564537 -0.927785 -0.5 0.9 -2.3 0.195
C 3.252176 -0.177815 -0.604718 1.2 1.6 0.3 -0.742
C -2.353043 -1.141484 0.348599 3.2 -1.3 -2.0 -0.303
S 1.904705 2.246325 -0.054296 0.6 -0.5 -0.1 0.159
H 0.179738 -1.850776 1.826617 -2.8 -1.1 1.1 0.131


13
Properties=species:S:1:pos:R:3:forces:R:3:nbo_charge:R:1 method="wB97M-V/def2-TZVPD" orbital_gap_ev=9.02 relative_energy_kcal_mol=160.9 homo_ev=-7.935
C -0.110781 1.092733 -0.387102 -0.3 0.3 0.0 -0.080
C 0.131156 -0.051157 -1.303662 -0.1 -0.2 -0.3 -0.209
C -0.737859 -1.075107 -0.700612 0.2 0.1 -0.1 0.257
H 0.306173 -0.029376 -2.375131 0.0 0.0 0.1 0.249
N 1.226129 0.472401 -0.462447 0.3 0.0 0.0 -0.343
H -0.338388 2.107829 -0.703048 0.0 -0.2 0.1 0.227
H 1.372242 -1.040228 1.148968 0.0 0.1 -0.1 0.186
H 1.620453 0.674056 1.580784 -0.2 -0.1 -0.2 0.201
N -1.541328 -1.977534 -0.694182 0.3 0.3 0.2 -0.460
C 1.041941 -0.012294 0.946094 0.0 -0.2 0.1 -0.235
C -0.456476 0.279954 0.860118 -0.2 0.0 0.1 -0.501
H -1.471177 -1.152389 0.329960 -0.1 0.1 0.2 0.481
H -1.027841 0.659101 1.711536 0.1 -0.1 -0.2 0.227


15
Properties=species:S:1:pos:R:3:forces:R:3:nbo_charge:R:1 method="wB97M-V/def2-TZVPD" orbital_gap_ev=7.78 relative_energy_kcal_mol=139.7 homo_ev=-7.808
C -0.440929 -1.438192 1.266670 -0.2 -0.1 -0.5 0.188
H -2.895974 1.354925 -0.473439 -0.8 -1.6 0.1 0.182
H -1.710798 0.073373 1.547231 -0.8 1.5 1.1 0.153
C 3.543876 0.609951 -0.584764 1.2 -2.1 0.0 -0.428
N -2.320627 -0.730675 -0.265103 -0.2 0.1 -0.2 -0.418
H 3.797175 1.457658 0.094740 0.3 -0.5 -1.0 0.222
N 2.987690 -0.415836 0.334341 0.8 0.2 -0.4 -0.435
H -3.699173 0.090060 -1.494473 -0.5 0.4 0.2 0.207
C -3.367240 0.299488 -0.476617 4.0 0.9 -2.8 -0.427
N 0.746967 -1.054658 0.937967 -1.2 -0.1 -0.5 -0.467
H -4.089857 0.205914 0.215438 -2.8 -0.1 2.3 0.193
H 2.764405 0.889785 -1.328668 0.9 0.0 0.2 0.202
H 4.506644 -0.006756 -1.043709 -2.4 2.4 0.9 0.227
C -1.643272 -0.651293 0.781467 2.7 -0.9 -0.3 0.020
C 1.821112 -0.683751 0.488920 -1.0 0.2 0.7 0.580


8
Properties=species:S:1:pos:R:3:forces:R:3:nbo_charge:R:1 method="wB97M-V/def2-TZVPD" orbital_gap_ev=7.73 relative_energy_kcal_mol=165.5 homo_ev=-8.183
S 1.326091 1.274838 0.604928 -0.7 -1.6 -1.4 0.143
H -1.803870 -1.297378 -1.118278 2.5 1.6 0.3 0.257
H 0.020747 -0.463082 -1.538229 -1.7 -0.6 0.8 0.290
C -0.877536 -0.607370 -0.764758 0.2 -1.4 -0.1 -0.847
C 0.746120 0.045765 1.568699 -1.6 -2.4 -2.8 -0.279
H 1.715148 1.966832 1.591096 1.0 1.8 1.7 0.096
C 0.058506 -1.322385 0.156767 0.6 2.6 1.6 0.128
H -1.185207 0.402779 -0.500226 -0.3 0.1 0.0 0.212


10
Properties=species:S:1:pos:R:3:forces:R:3:nbo_charge:R:1 method="wB97M-V/def2-TZVPD" orbital_gap_ev=8.84 relative_energy_kcal_mol=103.4 smiles="[SiH2]=NCl.N=[SiH2]" homo_ev=-9.103
H 1.697501 2.367024 0.657220 1.3 0.8 0.7 -0.202
Cl 0.130778 -1.874135 2.160000 0.0 -0.4 -0.9 0.109
N 0.590838 -2.072087 0.500221 0.1 0.5 0.6 -1.129
H -1.834557 -1.563814 -1.015627 0.9 -0.2 0.5 -0.179
H 0.844522 1.142353 -1.347117 0.3 0.5 0.6 -0.197
H 0.342188 -1.378523 -2.062432 0.1 -0.5 0.5 -0.182
Si -0.327726 -1.702139 -0.767374 -1.2 0.6 -0.6 1.369
Si 0.619267 1.742341 0.020597 -2.8 -1.7 -1.4 1.321
H -1.133757 1.863111 1.371742 -0.6 0.3 1.2 0.364
N -0.929054 1.475869 0.482770 1.9 0.0 -1.2 -1.274


Calculated max |F| in order - 0.0972, 0.0784, 0.0088, 0.0965, 0.0789, 0.0697 Eh/bohr